C18H19F6NO4PtS5 as an isolated structure at a distorted geometry. Source: OMol25; level of theory: ωB97M-V/def2-TZVPD.

Summary:
- ΔE to the lowest compared entry with this formula, charge and spin: 218.4 kJ/mol
- LUMO (alpha / beta): -0.3382 / -0.3382 hartree
- HOMO energy (alpha / beta): -0.505 / -0.505 Eh
- Spin multiplicity: 1
- Orbital gap (alpha / beta): 4.5374 / 4.5380 eV
- Net charge: +2

```
54
Properties=species:S:1:pos:R:3:lowdin_charge:R:1
Pt -0.42484 0.12904 -0.40231 0.9601
C -1.23809 3.48968 -0.25240 -0.4391
C -1.25125 3.25313 -1.75535 -0.4279
S -1.54816 1.49059 -2.16905 0.9724
C -0.33392 1.14471 -3.48910 -0.4253
C 1.11236 1.36749 -3.07331 -0.3764
S 1.56021 0.54033 -1.48075 0.9533
C 2.42721 1.86086 -0.56476 -0.4146
C 1.54941 3.05041 -0.21667 -0.4057
S 0.01457 2.51302 0.63228 1.0237
H -2.19203 3.22169 0.20323 0.1000
H -1.06372 4.54570 -0.03891 0.1137
H -0.34324 3.61435 -2.23215 0.0737
H -2.08409 3.80505 -2.19221 0.1073
H -0.57257 1.75678 -4.35916 0.1164
H -0.52739 0.09888 -3.73431 0.0690
H 1.36139 2.42280 -2.96726 0.0824
H 1.78889 0.93709 -3.81195 0.1131
H 3.29339 2.14514 -1.16329 0.1180
H 2.80023 1.36906 0.33625 0.0750
H 1.30430 3.63647 -1.09782 0.0761
H 2.08336 3.70380 0.47342 0.1112
F -4.59911 -2.86485 -2.49534 0.2075
C -4.32798 -2.42178 -1.29280 -0.6809
F -5.11531 -1.40764 -0.97743 0.1858
F -4.42513 -3.37847 -0.40013 0.2010
S -2.58506 -1.73929 -1.37009 0.6823
O -2.29092 -0.93479 -0.13503 -0.4386
O -2.60876 -0.94623 -2.56201 -0.3388
N -1.66237 -3.00831 -1.43443 -0.2505
S -0.14398 -2.62763 -1.53702 0.6683
O 0.28482 -2.00711 -0.25236 -0.3795
O 0.24924 -1.84224 -2.67244 -0.3138
C 0.73446 -4.24609 -1.87274 -0.6806
F 0.45181 -4.57149 -3.11026 0.2064
F 2.02634 -4.00398 -1.73248 0.1846
F 0.34862 -5.18317 -1.03819 0.2014
C 3.20982 -1.01914 3.98515 -0.0381
C 3.30785 -0.93346 2.60249 -0.0426
C 2.18993 -0.66641 1.82011 -0.0660
C 0.93003 -0.45509 2.40495 -0.1817
C -0.26320 -0.14351 1.71299 -0.2111
C -1.47257 0.09050 2.36024 -0.1198
C -1.54997 -0.06072 3.74321 -0.0335
C -0.40620 -0.36194 4.47039 0.0169
C 0.83084 -0.54804 3.83072 -0.1505
C 1.97682 -0.84062 4.59466 0.0125
H 4.08898 -1.23878 4.57427 0.1208
H 4.26334 -1.10681 2.12789 0.1182
H 2.28900 -0.68522 0.74362 0.0586
H -2.37034 0.35483 1.81704 0.1022
H -2.50351 0.07484 4.23363 0.1236
H -0.44884 -0.44651 5.54852 0.1309
H 1.87531 -0.92689 5.66839 0.1286
```

=====

C18H19FNO10Sr as an isolated structure at a distorted geometry. Source: OMol25; level of theory: ωB97M-V/def2-TZVPD.

Summary:
- ΔE to the lowest compared entry with this formula, charge and spin: 375.9 kJ/mol
- LUMO: 0.1843 hartree
- HOMO energy: 0.063 Eh
- Spin multiplicity: 1
- Orbital gap: 3.3026 eV
- Net charge: -3

```
50
Properties=species:S:1:pos:R:3:lowdin_charge:R:1
Sr -4.50593 10.47904 14.20993 1.5444
C -4.79799 7.43100 17.80065 -0.0257
C -5.01462 8.40389 16.67121 -0.3318
C -5.77886 9.73188 17.01035 -0.2890
O -6.01394 10.48903 16.03497 -0.1932
C -6.19563 10.02853 18.47760 0.0178
C -6.07530 9.00134 19.40458 -0.4367
C -5.36431 7.69505 19.04481 -0.3349
O -5.18032 6.66411 19.88526 -0.1654
O -6.34106 9.35023 20.59581 -0.0976
O -4.67499 8.29540 15.47449 -0.1782
H -4.28778 6.50164 17.59475 0.0739
H -6.74698 10.93943 18.65838 0.0889
C -0.97079 12.59350 16.29668 -0.0373
C -2.38337 12.55110 16.39037 -0.3560
C -3.09206 13.67824 17.17813 -0.3881
O -4.32103 13.64376 17.17391 0.0134
C -2.30797 14.69471 17.75352 -0.0533
C -0.98143 14.68596 17.60829 -0.4368
C -0.25063 13.60486 16.90301 -0.3612
O 1.04646 13.57153 16.64518 -0.1522
O -0.34603 15.53956 18.34396 -0.1431
O -3.10342 11.63973 15.94872 -0.1463
H -0.44581 11.75583 15.86180 0.0847
H -2.87702 15.43420 18.29732 0.0989
F -5.98199 12.37515 13.89582 -0.7672
C -1.54837 7.74473 14.53732 -0.1684
O -2.07600 8.80346 13.92580 -0.2128
C -1.68986 8.89137 12.52216 -0.1606
C -1.85722 10.35377 12.07243 -0.1790
N -3.28383 10.74860 11.94898 -0.1404
C -3.96239 10.14782 10.78811 -0.1721
C -4.98413 9.08657 11.29088 -0.2033
O -5.85362 9.49203 12.35263 -0.2868
C -6.77259 8.43166 12.72538 -0.0778
H -2.41123 7.48030 15.14858 0.0864
H -0.84045 8.22480 15.21295 0.1066
H -1.09545 6.86104 14.08783 0.0905
H -2.22713 8.21471 11.85766 0.1052
H -0.65395 8.55286 12.50246 0.1152
H -1.20014 10.62017 11.24456 0.1098
H -1.45090 11.07957 12.77685 0.1304
H -3.19870 11.72551 11.70709 0.1178
H -3.20296 9.68049 10.16125 0.1052
H -4.27300 10.89702 10.05987 0.1176
H -4.45471 8.16000 11.51289 0.1105
H -5.64123 8.78553 10.47499 0.1129
H -7.29159 8.54165 13.67757 0.1062
H -6.24158 7.48932 12.85999 0.0823
H -7.50890 8.06804 12.00864 0.0765
```

=====

A 2-piece molecular cluster, C18H19N2O4 overall at a distorted geometry. Source: OMol25; level of theory: ωB97M-V/def2-TZVPD.

Summary:
- LUMO: 0.0476 hartree
- HOMO energy: -0.103 Eh
- Spin multiplicity: 1
- Orbital gap: 4.1027 eV
- Net charge: -1

```
43
Properties=species:S:1:pos:R:3:lowdin_charge:R:1
C 0.57149 -5.73080 0.82702 -0.0647
C 0.12485 -4.43713 0.20852 -0.2779
C -1.14452 -3.92440 0.52228 -0.0486
C -1.57439 -2.71724 0.00943 -0.0109
C -0.74227 -1.94307 -0.85664 -0.1972
C -1.19451 -0.68525 -1.38082 0.0354
C -0.59809 -0.02006 -2.41670 -0.0168
N -1.26909 1.03219 -3.02583 -0.3599
O -0.73556 1.73963 -3.92711 0.0186
O -2.45605 1.22538 -2.64091 0.0226
C 0.52828 -2.49301 -1.20015 -0.0071
C 0.94107 -3.70568 -0.66157 -0.0444
H 1.59143 -6.00703 0.51849 0.0743
H 0.56138 -5.66417 1.92764 0.0862
H -0.10285 -6.56048 0.55884 0.0812
H -1.78594 -4.52153 1.17665 0.1161
H -2.59799 -2.37367 0.19677 0.1194
H -2.13755 -0.29849 -0.97981 0.1348
H 0.36559 -0.28217 -2.84160 0.1231
H 1.14277 -1.98248 -1.94304 0.1055
H 1.92079 -4.11698 -0.92905 0.1104
C 1.47177 4.55263 -2.86919 -0.0859
C 0.47325 4.07511 -1.84395 -0.2797
O 1.13998 3.23685 -0.91003 -0.0501
C 0.26511 2.86901 0.07498 -0.5408
C 0.90856 1.90945 0.92340 -0.0615
C 0.35585 1.43751 2.11603 -0.2642
C -0.98539 1.71285 2.54217 -0.0344
C -1.43141 1.14925 3.73962 -0.2043
N -0.65202 0.40481 4.53554 -0.0287
C 0.62004 0.16757 4.16838 -0.2169
C 1.17635 0.66361 2.99808 -0.0690
O -0.88746 3.31161 0.12876 -0.0031
H 0.92046 4.80480 -3.78069 0.0679
H 1.97002 5.47085 -2.51145 0.0695
H 2.21779 3.78155 -3.11643 0.0767
H 0.01531 4.92857 -1.31216 0.1240
H -0.30474 3.49950 -2.36237 0.0934
H 1.93446 1.67264 0.69036 0.0808
H -1.60643 2.39310 1.96972 0.0796
H -2.46062 1.32833 4.05229 0.0811
H 1.21132 -0.44158 4.84851 0.0766
H 2.23897 0.53842 2.77604 0.0891
```

=====

Repeat the third record exactly.
A 2-piece molecular cluster, C18H19N2O4 overall at a distorted geometry. Source: OMol25; level of theory: ωB97M-V/def2-TZVPD.

Summary:
- LUMO: 0.0476 hartree
- HOMO energy: -0.103 Eh
- Spin multiplicity: 1
- Orbital gap: 4.1027 eV
- Net charge: -1

```
43
Properties=species:S:1:pos:R:3:lowdin_charge:R:1
C 0.57149 -5.73080 0.82702 -0.0647
C 0.12485 -4.43713 0.20852 -0.2779
C -1.14452 -3.92440 0.52228 -0.0486
C -1.57439 -2.71724 0.00943 -0.0109
C -0.74227 -1.94307 -0.85664 -0.1972
C -1.19451 -0.68525 -1.38082 0.0354
C -0.59809 -0.02006 -2.41670 -0.0168
N -1.26909 1.03219 -3.02583 -0.3599
O -0.73556 1.73963 -3.92711 0.0186
O -2.45605 1.22538 -2.64091 0.0226
C 0.52828 -2.49301 -1.20015 -0.0071
C 0.94107 -3.70568 -0.66157 -0.0444
H 1.59143 -6.00703 0.51849 0.0743
H 0.56138 -5.66417 1.92764 0.0862
H -0.10285 -6.56048 0.55884 0.0812
H -1.78594 -4.52153 1.17665 0.1161
H -2.59799 -2.37367 0.19677 0.1194
H -2.13755 -0.29849 -0.97981 0.1348
H 0.36559 -0.28217 -2.84160 0.1231
H 1.14277 -1.98248 -1.94304 0.1055
H 1.92079 -4.11698 -0.92905 0.1104
C 1.47177 4.55263 -2.86919 -0.0859
C 0.47325 4.07511 -1.84395 -0.2797
O 1.13998 3.23685 -0.91003 -0.0501
C 0.26511 2.86901 0.07498 -0.5408
C 0.90856 1.90945 0.92340 -0.0615
C 0.35585 1.43751 2.11603 -0.2642
C -0.98539 1.71285 2.54217 -0.0344
C -1.43141 1.14925 3.73962 -0.2043
N -0.65202 0.40481 4.53554 -0.0287
C 0.62004 0.16757 4.16838 -0.2169
C 1.17635 0.66361 2.99808 -0.0690
O -0.88746 3.31161 0.12876 -0.0031
H 0.92046 4.80480 -3.78069 0.0679
H 1.97002 5.47085 -2.51145 0.0695
H 2.21779 3.78155 -3.11643 0.0767
H 0.01531 4.92857 -1.31216 0.1240
H -0.30474 3.49950 -2.36237 0.0934
H 1.93446 1.67264 0.69036 0.0808
H -1.60643 2.39310 1.96972 0.0796
H -2.46062 1.32833 4.05229 0.0811
H 1.21132 -0.44158 4.84851 0.0766
H 2.23897 0.53842 2.77604 0.0891
```